1.
ORCA calculation (wB97M-V/def2-TZVPD) on C41H36BeFN4O5P as an isolated structure.

CARTESIAN COORDINATES (ANGSTROEM)
Be -0.467081 -0.592103 0.748952
C 4.591938 -0.919995 0.708483
C 4.538460 -1.513950 1.961182
C 3.411783 -1.329082 2.735719
C 2.356655 -0.542970 2.255187
N 2.424825 0.050779 1.060938
C 3.510185 -0.153563 0.313809
C 1.119380 -0.401053 3.073899
C 1.270976 -0.210578 4.448301
C 0.175546 -0.201391 5.297954
C -1.085920 -0.414702 4.764786
C -1.224211 -0.577869 3.390927
C -0.151249 -0.554063 2.490883
H 5.432166 -1.065629 0.044487
H 5.356416 -2.125920 2.319487
H 3.317209 -1.819903 3.694350
H 3.504420 0.305596 -0.667940
H 2.259869 -0.037334 4.858300
H 0.308512 -0.040864 6.360607
H -1.954940 -0.448345 5.411711
H -2.234016 -0.704891 3.004646
C -3.156608 -4.339389 -0.568734
C -2.549284 -2.948566 -0.727892
C -3.086545 -2.226748 -1.959692
C -2.746932 -2.141696 0.562907
C -4.214982 -1.847476 0.889204
O -4.358315 -0.430268 0.643604
C -3.131561 0.070157 0.453208
N -2.175339 -0.780235 0.456624
C -3.091624 1.529792 0.203745
C -4.326545 2.190215 0.180656
C -4.406829 3.528958 -0.143726
C -3.250366 4.227953 -0.467042
C -2.028708 3.584216 -0.432059
C -1.919307 2.239552 -0.085189
P -0.218719 1.513081 0.077359
C 0.439334 1.788390 -1.600845
C -0.418030 1.509378 -2.668263
C 0.023506 1.601417 -3.976850
C 1.338444 1.959729 -4.243638
C 2.203969 2.214547 -3.191447
C 1.759124 2.125488 -1.877986
C 0.456846 2.773629 1.217836
C 0.034787 2.680428 2.544927
C 0.459278 3.603324 3.486001
C 1.314730 4.632777 3.117743
C 1.722006 4.744268 1.797263
C 1.294271 3.821947 0.850908
H -2.892737 -4.965056 -1.421692
H -4.248152 -4.306701 -0.516359
H -2.782543 -4.828450 0.332734
H -1.475091 -3.078100 -0.840011
H -4.162634 -2.041809 -1.887410
H -2.921614 -2.830209 -2.853631
H -2.586677 -1.267771 -2.110937
H -2.235344 -2.658498 1.376413
H -4.480447 -2.042440 1.926920
H -4.915026 -2.359854 0.234403
H -5.223820 1.635299 0.409410
H -5.368037 4.025073 -0.151320
H -3.300598 5.275105 -0.735828
H -1.128372 4.139183 -0.666964
H -1.444287 1.215613 -2.474985
H -0.653353 1.374879 -4.789319
H 1.688021 2.025120 -5.265543
H 3.235760 2.477703 -3.387465
H 2.460285 2.292064 -1.073398
H -0.628265 1.879567 2.850032
H 0.126055 3.508650 4.511421
H 1.658210 5.347350 3.854514
H 2.375266 5.552530 1.494210
H 1.598739 3.955869 -0.177069
F 0.119825 -1.581650 -4.940656
C 1.212689 -1.772644 -4.185513
C 1.105216 -2.212962 -2.929962
N 2.202107 -2.466862 -2.137444
C 2.094061 -3.042315 -0.793038
C 0.853537 -2.652257 -0.000515
O 0.452891 -3.409471 0.862725
O 0.389597 -1.477320 -0.278321
C 3.481762 -2.278258 -2.623633
O 4.482308 -2.507932 -1.977099
N 3.543379 -1.786834 -3.914978
C 2.500201 -1.510406 -4.797831
O 2.704317 -1.119371 -5.924356
H 0.136362 -2.389945 -2.490914
H 2.940486 -2.672072 -0.214642
H 2.181269 -4.127270 -0.833673
H 4.477140 -1.644557 -4.273549

Cartesian forces (eV/Å) of the 3 atoms listed first:
Be 0.386 -0.202 0.076
C 0.087 0.062 0.079
C 0.054 0.060 -0.053

Values from the calculation:
Orbital gap   7.9 eV
E   -71712.3495 eV
E_HOMO   -8.194 eV
LUMO level   -0.26 eV

---

2.
ORCA calculation (wB97M-V/def2-TZVPD) on C41H36FeGeN2OPS as an isolated structure in a non-equilibrium geometry.

CARTESIAN COORDINATES (ANGSTROEM)
Fe -8.652938 7.119895 16.785760
O -9.237464 4.143895 17.640079
N -9.765781 5.439272 17.086525
C -10.991941 5.233752 16.706964
C -11.967371 6.185156 16.274457
C -13.263855 5.662257 16.108064
C -14.323622 6.501984 15.671961
C -14.142470 7.919192 15.710418
C -12.870591 8.432955 15.980762
C -11.766030 7.583688 16.127991
P -10.308448 8.490390 16.501527
C -10.258478 9.421756 14.951442
C -10.420471 8.817381 13.669995
C -10.494593 9.605146 12.492947
C -10.518735 10.999627 12.610158
C -10.134125 11.565747 13.817583
C -10.157096 10.806791 15.002572
C -10.703981 9.659206 17.945387
C -11.929499 9.778482 18.592681
C -12.284982 10.963696 19.286609
C -11.310770 11.962356 19.323370
C -10.029358 11.769107 18.830971
C -9.683096 10.555988 18.299105
H -8.296564 4.199377 17.275299
H -11.413503 4.211480 16.929178
H -13.455565 4.594597 16.369504
H -15.281846 6.072632 15.382387
H -15.021668 8.545117 15.377754
H -12.668744 9.514046 15.990065
H -10.440484 7.775781 13.653533
H -10.444442 9.152985 11.530915
H -10.706088 11.524518 11.666926
H -9.931952 12.630435 13.887204
H -10.002435 11.320830 15.987154
H -12.622761 8.971075 18.521330
H -13.243205 11.135799 19.840768
H -11.585646 12.943655 19.632939
H -9.292360 12.516784 18.967840
H -8.642618 10.353474 17.986438
S -7.404108 6.728569 15.125411
C -6.323108 8.122598 14.843944
N -5.078078 7.721052 14.425601
C -4.094980 8.552007 13.952946
C -4.460610 9.810266 13.523466
C -5.707100 10.277806 14.015165
C -6.577679 9.484244 14.708993
H -4.871774 6.775915 14.648891
H -3.067212 8.168017 13.942455
H -3.853654 10.347983 12.792767
H -5.983283 11.305293 13.947545
H -7.559531 9.842543 15.048889
C -9.021530 7.832717 20.187688
Ge -7.832991 6.874745 18.937176
C -6.116875 7.911236 18.799660
C -6.181403 9.092898 18.023591
C -5.001291 9.840481 17.792980
C -3.841239 9.426462 18.399585
C -3.757577 8.302303 19.181295
C -4.861985 7.483482 19.298835
C -7.354597 5.049535 19.909011
C -8.183411 4.655537 20.941029
C -7.818853 3.550272 21.734660
C -6.829426 2.661139 21.302026
C -6.333578 2.775487 19.988181
C -5.500124 1.808626 19.368976
C -5.135446 1.886157 18.016281
C -5.427563 3.060088 17.335365
C -6.037256 4.230388 17.968331
C -6.523180 4.048449 19.275706
H -8.898791 7.565595 21.284298
H -10.077802 7.786278 19.834550
H -8.682439 8.887126 20.105369
H -7.051171 9.436787 17.431077
H -5.073939 10.664440 17.150154
H -2.895933 9.915156 18.252740
H -2.894321 8.122283 19.794460
H -4.854068 6.588056 19.925845
H -9.074704 5.152721 21.129483
H -8.267783 3.346321 22.690663
H -6.576923 1.774322 21.852956
H -5.294456 0.868140 19.894186
H -4.581063 1.125152 17.520414
H -5.235685 3.225048 16.357654
H -6.157033 5.125769 17.375159

Cartesian forces (eV/Å) of the 3 atoms listed first:
Fe -0.300 -1.262 0.849
O 0.810 2.770 -1.951
N -1.024 -2.789 -0.313

Values from the calculation:
2S+1   6
Orbital gap (spin up / spin down)   6.0 / 5.0 eV
E   -159136.3719 eV
Charge   +2
E_HOMO (spin up / spin down)   -12.063 / -12.138 eV
LUMO level (spin up / spin down)   -6.02 / -7.15 eV

---

3.
ORCA calculation (wB97M-V/def2-TZVPD) on C41H37AsN7O10S3SbTa as an isolated structure in a non-equilibrium geometry.

CARTESIAN COORDINATES (ANGSTROEM)
Ta -0.439779 -0.101225 0.327505
C -0.525024 -5.185309 4.187400
C 0.439670 -4.057529 4.155756
N 0.978189 -3.490563 5.180491
N 1.826235 -2.559631 4.632900
C 1.813464 -2.505279 3.296761
S 2.686766 -1.470350 2.298832
N 0.924352 -3.502714 2.978114
N 0.454567 -3.739465 1.691124
H -0.740759 -5.432060 5.223841
H -0.106992 -6.062337 3.692687
H -1.457517 -4.923901 3.682931
H 2.318056 -1.916826 5.230027
H 0.845057 -4.596516 1.318378
H -0.558459 -3.773316 1.695860
O -2.426579 -2.076934 3.191347
As -1.610590 -0.532223 3.153457
O -1.072524 -0.201338 4.646928
O -0.286854 -0.878570 2.012068
C -3.006724 0.686663 2.537273
C -3.417663 1.536870 3.542274
C -4.400426 2.492904 3.280129
C -4.979803 2.592825 2.030231
C -4.584879 1.742304 1.004945
C -3.598955 0.805910 1.252537
S -3.070730 -0.151338 -0.123322
O -2.300255 -1.309093 0.444436
O -4.139488 -0.440217 -0.997290
O -1.915824 0.639173 -0.790516
H -2.445771 -2.332077 4.126586
H -2.949773 1.462127 4.515639
H -4.707151 3.165697 4.069956
H -5.740339 3.338522 1.841825
H -5.032575 1.807814 0.021527
N -3.316858 4.350451 -5.657500
C -2.665308 3.638570 -5.035866
C -1.813003 2.745534 -4.275569
C -1.868139 1.374243 -4.481986
C -0.956191 0.576691 -3.816493
N -0.016686 1.060241 -2.993383
C -0.017637 2.376497 -2.761089
C -0.895017 3.255285 -3.370759
H -2.592628 0.938670 -5.155899
H -0.968056 -0.495806 -3.965311
H 0.716979 2.754665 -2.060425
H -0.849569 4.313550 -3.153436
C 1.568208 0.749243 0.042565
H 2.376772 0.024796 -0.068235
H 1.830870 1.330598 0.929078
H 1.612878 1.449439 -0.795355
S 0.124790 -1.764750 -1.306520
Sb 1.951288 -1.015899 -2.637206
C 3.276206 -2.588193 -2.202783
C 3.870447 -3.274210 -3.260056
C 4.654757 -4.388325 -2.996486
C 4.852200 -4.808404 -1.686837
C 4.274580 -4.109979 -0.635865
C 3.476050 -3.002539 -0.890850
C 1.386309 -1.678471 -4.536470
C 1.923044 -1.100881 -5.683984
C 1.651139 -1.662874 -6.925359
C 0.852261 -2.793001 -7.015837
C 0.313818 -3.365179 -5.868573
C 0.581807 -2.812893 -4.625001
C 3.216385 0.620071 -2.842095
C 2.959157 1.645834 -3.746495
C 3.907073 2.647252 -3.909564
C 5.088799 2.615437 -3.180112
C 5.337607 1.580619 -2.288627
C 4.402889 0.570505 -2.117157
H 3.729013 -2.951282 -4.284348
H 5.106694 -4.932363 -3.815635
H 5.456782 -5.684508 -1.489014
H 4.440281 -4.422586 0.388041
H 3.013375 -2.480206 -0.060373
H 2.563900 -0.230275 -5.618374
H 2.070320 -1.220165 -7.819879
H 0.655551 -3.235863 -7.983520
H -0.309374 -4.247071 -5.943159
H 0.167009 -3.265394 -3.732586
H 2.046447 1.669268 -4.323758
H 3.720631 3.451624 -4.609991
H 5.822160 3.400093 -3.312018
H 6.262484 1.553268 -1.727006
H 4.602102 -0.241128 -1.427611
O 0.092666 3.512557 0.430289
C -0.119824 2.847193 1.400120
O -0.683609 1.603956 1.335083
C 0.207685 3.238108 2.797500
C 0.910281 2.353609 3.608340
C 1.229394 2.720194 4.904701
C 0.816299 3.954598 5.357062
C 0.080570 4.831690 4.586368
C -0.214289 4.470938 3.282746
N 1.190431 4.363328 6.738299
O 0.665428 5.356861 7.188059
O 2.000059 3.675360 7.318103
H 1.214900 1.381019 3.238471
H 1.774446 2.058976 5.561586
H -0.245247 5.771824 5.007221
H -0.782586 5.136638 2.645604

Cartesian forces (eV/Å) of the 3 atoms listed first:
Ta 3.187 1.599 0.477
C -0.022 0.122 0.009
C 0.084 -0.152 -0.234

Values from the calculation:
Orbital gap   6.4 eV
E   -175449.2876 eV
Charge   +1
E_HOMO   -10.200 eV
LUMO level   -3.83 eV

---

For reference, molar mass by record: 723.746; 764.248; 1261.617 g mol⁻¹.